Entry 1:
{"formula": "C14H44N8O8", "method": "ωB97M-V/def2-TZVPD", "orbital_gap_ev": [1.27, 8.57], "total_charge": -1, "multiplicity": 2, "energy_ha": -1599.76284, "homo_energy_ev": [0.61, -6.50], "symbols": ["C", "C", "O", "H", "H", "H", "H", "H", "H", "C", "C", "O", "H", "H", "H", "H", "H", "H", "C", "O", "N", "N", "H", "H", "H", "H", "C", "O", "N", "N", "H", "H", "H", "H", "C", "O", "N", "N", "H", "H", "H", "H", "C", "O", "N", "N", "H", "H", "H", "H", "C", "C", "C", "O", "H", "H", "H", "H", "H", "H", "H", "H", "C", "C", "C", "O", "H", "H", "H", "H", "H", "H", "H", "H"], "positions_angstrom": [[-2.96513, -0.11291, -1.95425], [-4.30770, -0.07427, -1.24203], [-5.16623, 0.47522, -2.16417], [-2.48249, 0.86433, -1.96809], [-3.14193, -0.55892, -2.93298], [-2.27288, -0.76824, -1.42562], [-4.27561, 0.63301, -0.41327], [-4.69181, -1.00402, -0.82235], [-5.63340, -0.19682, -2.66587], [1.96554, 5.14379, -3.42900], [1.26547, 4.04967, -2.58978], [0.05414, 4.41180, -2.04003], [2.81448, 5.52735, -2.86306], [1.27773, 5.96836, -3.61636], [2.27433, 4.59665, -4.31972], [1.99640, 3.76002, -1.83483], [1.06415, 3.21949, -3.26681], [0.34589, 4.76043, -1.19448], [4.50702, 2.28694, -0.41380], [3.53324, 1.58049, -0.31702], [5.19912, 2.35960, -1.48766], [5.04149, 3.03033, 0.43606], [5.87577, 3.10632, -1.55587], [4.92822, 1.91158, -2.35136], [5.85830, 3.56832, 0.18408], [4.87348, 2.80982, 1.40727], [2.84716, -1.62293, -2.40880], [1.89686, -0.99992, -2.78703], [3.74286, -1.14436, -1.63134], [3.07340, -2.77977, -2.85793], [4.62372, -1.61040, -1.46701], [3.59632, -0.19683, -1.31385], [2.50508, -3.17849, -3.59151], [3.89944, -3.30252, -2.60400], [-0.27609, 0.82783, 0.15943], [-0.88578, 1.30501, 1.09374], [-0.05219, -0.44749, -0.00160], [0.17932, 1.37923, -0.91333], [-0.52726, -1.12821, 0.57376], [0.34840, -0.78414, -0.86549], [-0.22049, 2.28294, -1.12199], [0.87362, 0.90432, -1.47236], [-2.73560, -3.30174, 0.03454], [-1.58463, -2.91042, 0.38846], [-3.10562, -3.85936, -1.07661], [-3.74522, -3.25257, 0.82734], [-2.49550, -3.94685, -1.87673], [-4.09005, -3.96079, -1.27839], [-4.57570, -3.13287, 0.26514], [-3.73899, -2.76927, 1.71417], [1.21791, -2.53430, 2.76998], [1.63468, -3.41896, 1.61433], [3.09078, -3.27991, 1.29277], [1.37782, -4.74089, 1.98308], [1.12347, -1.47197, 2.54489], [1.86176, -2.60317, 3.64679], [0.23921, -2.85259, 3.12905], [0.98697, -3.18128, 0.77049], [3.30790, -3.47340, 0.24229], [3.73517, -3.80251, 1.99971], [3.41420, -2.24298, 1.38388], [0.47486, -5.05288, 1.88850], [-3.37974, 0.25726, 2.87054], [-3.29171, 1.64725, 3.48360], [-3.88373, 1.75882, 4.94901], [-1.89567, 1.98868, 3.41074], [-2.51579, -0.35475, 3.12960], [-3.27482, 0.52582, 1.81936], [-4.30995, -0.31068, 2.88628], [-3.83701, 2.32641, 2.82824], [-3.25890, 1.05737, 5.50186], [-4.93575, 1.48430, 5.02640], [-3.79586, 2.76730, 5.35317], [-1.57649, 1.78831, 2.52780]]}

---

Entry 2:
{"formula": "C9H14", "method": "ωB97M-V/def2-TZVPD", "orbital_gap_ev": 9.91, "relative_energy_kj_mol": 177.26, "energy_ha": -351.26268, "homo_energy_ev": -8.92, "symbols": ["C", "C", "C", "C", "C", "C", "C", "H", "H", "H", "H", "H", "H", "H", "H", "C", "C", "H", "H", "H", "H", "H", "H"], "positions_angstrom": [[0.89067, -1.99415, -2.11739], [0.61285, -0.65241, -1.52291], [1.31558, 0.54533, -1.55714], [0.87834, 1.70162, -0.89079], [-0.42104, 1.67870, -0.41348], [-1.19474, 0.50855, -0.36296], [-0.69979, -0.57303, -1.05664], [1.13196, -1.78715, -3.25320], [0.05906, -2.66926, -2.09285], [1.75420, -2.54684, -1.49711], [2.24513, 0.49554, -2.17322], [1.64024, 2.54493, -0.88196], [-0.86718, 2.64195, 0.01370], [-2.09867, 0.42671, 0.22793], [-1.32884, -1.44550, -0.86588], [-0.48119, 0.25400, 3.83390], [-0.70967, -0.78799, 2.61099], [-0.36585, -0.40464, 4.70511], [0.32763, 1.04924, 3.70341], [-1.41391, 0.89226, 3.93374], [-1.63958, -0.68150, 2.09009], [0.18452, -0.71648, 1.97255], [-0.77470, -1.88296, 2.97621]]}

---

Entry 3:
{"formula": "C23H25AsCl4N4O3Tb", "method": "ωB97M-V/def2-TZVPD", "orbital_gap_ev": [4.32, 4.44], "total_charge": -1, "multiplicity": 7, "relative_energy_kj_mol": 414.36, "energy_ha": -6237.10106, "homo_energy_ev": [-2.20, -2.31], "symbols": ["Tb", "O", "C", "C", "C", "C", "C", "C", "C", "N", "C", "C", "N", "H", "H", "H", "H", "H", "H", "H", "Cl", "C", "C", "Cl", "C", "Cl", "C", "O", "C", "O", "C", "Cl", "C", "As", "C", "C", "H", "H", "H", "H", "H", "H", "H", "H", "H", "C", "C", "C", "C", "N", "N", "C", "H", "H", "H", "H", "H", "H", "H", "H", "H"], "positions_angstrom": [[0.47647, -0.18509, 0.22941], [0.45137, -0.18509, 2.41651], [-0.65723, -0.18509, 3.20691], [-0.38973, -0.18509, 4.58771], [-1.41153, -0.18509, 5.53021], [-2.73153, -0.18509, 5.11411], [-3.03613, -0.18509, 3.75891], [-2.03293, -0.18509, 2.75591], [-2.52713, -0.18509, 1.31661], [-1.79813, -0.18509, 0.25451], [-2.62973, -0.18509, -0.87779], [-3.92983, -0.18509, -0.44399], [-3.90673, -0.18509, 0.95751], [0.63517, -0.18509, 4.93711], [-1.18433, -0.18509, 6.58641], [-3.53363, -0.18509, 5.84171], [-4.08623, -0.18509, 3.52321], [-2.29263, -0.18509, -1.90129], [-4.82283, -0.18509, -1.05349], [-4.74243, -0.18509, 1.55401], [4.11617, -6.03359, 0.22931], [3.64837, -4.34069, 0.22931], [4.63207, -3.35699, 0.22931], [6.32497, -3.82479, 0.22931], [4.26467, -1.99919, 0.22941], [5.58447, -0.80619, 0.22941], [2.89507, -1.53519, 0.22941], [2.68817, -0.24939, 0.22941], [1.82657, -2.60369, 0.22941], [0.54077, -2.39679, 0.22941], [2.29057, -3.97329, 0.22941], [1.09747, -5.29309, 0.22941], [0.77677, 4.63691, 0.23641], [0.47647, 2.68691, 0.22941], [-0.81853, 2.70491, -1.25789], [-0.88623, 2.70521, 1.65611], [-0.19093, 5.17831, 0.21371], [1.37457, 4.91931, -0.65469], [1.33217, 4.91931, 1.15441], [-1.58003, 3.49531, -1.10079], [-1.32393, 1.71941, -1.31629], [-0.28333, 2.89721, -2.20949], [-1.63883, 3.49741, 1.46351], [-0.39383, 2.89721, 2.63151], [-1.39423, 1.71951, 1.69011], [0.50177, 1.57741, -5.29899], [0.48707, 0.55361, -4.23259], [0.46737, -0.82239, -4.27359], [0.46147, -1.23289, -2.92099], [0.47647, -0.18509, -2.08869], [0.49177, 0.88001, -2.90489], [0.44167, -2.61359, -2.38349], [0.49507, 1.11201, -6.28979], [1.39887, 2.20021, -5.22369], [-0.37713, 2.22561, -5.22369], [0.45837, -1.44799, -5.15509], [0.50497, 1.80381, -2.48579], [0.43107, -3.35169, -3.19189], [-0.44913, -2.77349, -1.76759], [1.32757, -2.79889, -1.76759], [1.67287, 1.01131, 1.42581]]}

---

Entry 4:
{"formula": "C5H12NO", "method": "ωB97M-V/def2-TZVPD", "orbital_gap_ev": 6.20, "total_charge": -1, "relative_energy_kj_mol": 113.60, "energy_ha": -327.65278, "homo_energy_ev": -2.34, "symbols": ["C", "C", "N", "C", "C", "C", "O", "H", "H", "H", "H", "H", "H", "H", "H", "H", "H", "H", "H"], "positions_angstrom": [[-0.25840, 2.56713, -0.22023], [-0.54630, 1.22092, 0.48212], [0.17554, 0.12723, -0.09078], [-0.31158, -0.36265, -1.36335], [0.53028, -0.90516, 0.88796], [0.77478, -2.36634, 0.35307], [1.59762, -2.60475, -0.64942], [-1.11251, 3.23319, -0.08564], [0.62013, 2.99896, 0.25501], [-0.01672, 2.41323, -1.26973], [-1.62362, 1.03843, 0.58850], [-0.23839, 1.35473, 1.52256], [-1.02254, -1.19559, -1.23368], [-0.91021, 0.42208, -1.83306], [0.49626, -0.78400, -1.92550], [-0.29056, -1.05370, 1.61615], [1.39819, -0.55989, 1.45849], [1.01558, -2.81825, 1.36681], [-0.27754, -2.72556, 0.14071]]}

---

Entry 5:
{"formula": "C28H45NO11PRbS3Te", "method": "ωB97M-V/def2-TZVPD", "orbital_gap_ev": 6.31, "total_charge": -2, "energy_ha": -3804.59646, "homo_energy_ev": -2.59, "symbols": ["Rb", "C", "C", "C", "C", "C", "C", "C", "C", "C", "C", "H", "H", "H", "H", "H", "H", "H", "H", "H", "H", "H", "H", "H", "H", "O", "S", "O", "O", "C", "C", "C", "C", "C", "C", "S", "O", "O", "O", "H", "H", "H", "H", "O", "S", "C", "C", "C", "C", "H", "H", "H", "H", "H", "H", "H", "H", "C", "C", "O", "P", "O", "Te", "O", "C", "C", "H", "H", "H", "H", "H", "H", "H", "H", "H", "H", "C", "N", "C", "C", "C", "O", "H", "H", "H", "H", "H", "H", "H", "H", "H"], "positions_angstrom": [[0.51727, 0.35863, 0.22388], [0.45977, -3.50097, -1.98602], [-0.64093, -4.32567, -1.32162], [-1.65833, -4.80287, -2.36852], [-1.35923, -3.54757, -0.24202], [-1.54343, -4.07577, 1.02798], [-2.26353, -3.38907, 1.99408], [-2.81903, -2.14807, 1.72008], [-3.56123, -1.35857, 2.75448], [-2.62783, -1.61577, 0.45388], [-1.91123, -2.30027, -0.50922], [0.94097, -4.07467, -2.77842], [1.20857, -3.20907, -1.25322], [0.04357, -2.59627, -2.42242], [-0.18333, -5.21217, -0.86422], [-2.11343, -3.94807, -2.86282], [-2.44543, -5.38977, -1.89672], [-1.16843, -5.41617, -3.12452], [-1.11593, -5.04107, 1.27188], [-2.38863, -3.82597, 2.97828], [-4.02333, -1.99127, 3.51378], [-4.32693, -0.74457, 2.28278], [-2.85643, -0.68247, 3.23838], [-3.03113, -0.64097, 0.22368], [-1.78433, -1.83997, -1.47752], [4.00347, 1.69843, 1.44668], [3.27447, 0.98283, 2.49068], [3.48847, 1.59923, 3.80388], [1.87047, 0.73083, 2.23268], [4.12047, -0.62347, 2.64768], [4.99457, -0.78167, 3.71438], [5.70597, -1.95717, 3.88488], [5.54117, -2.99537, 2.98198], [4.67097, -2.83727, 1.91568], [3.97367, -1.65167, 1.74458], [2.87307, -1.57667, 0.31658], [1.60457, -2.10487, 0.79378], [2.82147, -0.21547, -0.16492], [3.51287, -2.47747, -0.65002], [5.09127, 0.04563, 4.39898], [6.38807, -2.07207, 4.71908], [6.10597, -3.91037, 3.11098], [4.51867, -3.60647, 1.17498], [-1.80123, 1.23953, 1.99138], [-1.89793, 2.63323, 1.57818], [-2.89303, 3.40283, 2.98838], [-1.97063, 4.27903, 3.81558], [-0.58713, 3.64713, 3.68868], [-0.37263, 3.46523, 2.20518], [-3.25403, 2.54433, 3.54878], [-3.74193, 3.93113, 2.55818], [-2.30343, 4.34903, 4.85558], [-1.94863, 5.29143, 3.39978], [-0.57873, 2.66073, 4.15538], [0.19637, 4.25423, 4.14828], [0.47367, 2.82103, 1.98758], [-0.28763, 4.42083, 1.68588], [-4.41013, -1.51727, -2.75712], [-4.18533, -0.01047, -2.78442], [-2.94513, 0.32803, -2.24002], [-2.76513, 1.67953, -1.29432], [-1.37563, 1.64163, -0.81202], [-4.67083, 1.99513, 0.04828], [-2.73773, 2.86853, -2.45842], [-3.88633, 3.25953, -3.14332], [-3.88363, 4.76823, -3.36832], [-5.41443, -1.73527, -3.11732], [-4.30063, -1.89477, -1.74372], [-3.68443, -2.01297, -3.39862], [-4.98963, 0.48963, -2.20882], [-4.23563, 0.34343, -3.82502], [-4.78933, 2.97583, -2.56832], [-3.92413, 2.74703, -4.11662], [-3.90513, 5.29113, -2.41542], [-4.75413, 5.05303, -3.95732], [-2.98003, 5.05713, -3.89872], [4.02397, -0.51707, -3.06512], [4.20727, 0.77673, -2.44502], [5.27877, 0.87623, -1.47952], [3.17397, 1.64733, -2.45312], [3.32287, 2.86313, -1.56872], [2.22537, 1.52003, -3.21752], [4.92417, -0.78827, -3.62472], [3.17557, -0.44657, -3.74272], [3.81447, -1.27747, -2.30652], [5.91147, -0.00407, -1.57572], [4.89177, 0.91883, -0.45922], [5.88157, 1.76743, -1.68262], [4.18867, 3.45193, -1.87532], [3.45617, 2.54813, -0.53302], [2.42047, 3.46843, -1.65702]]}

---

Entry 6:
{"formula": "C12H26Cl2N3OP", "method": "ωB97M-V/def2-TZVPD", "orbital_gap_ev": 9.97, "energy_ha": -1974.15042, "homo_energy_ev": -9.27, "symbols": ["C", "N", "C", "P", "O", "N", "C", "C", "C", "C", "C", "C", "N", "C", "C", "Cl", "C", "C", "Cl", "H", "H", "H", "H", "H", "H", "H", "H", "H", "H", "H", "H", "H", "H", "H", "H", "H", "H", "H", "H", "H", "H", "H", "H", "H", "H"], "positions_angstrom": [[0.13522, -1.00099, 2.70722], [-0.26542, 0.40691, 2.47424], [-1.24887, 0.98790, 3.43741], [-0.49422, 0.83759, 0.83295], [-1.71792, 1.65990, 0.70973], [-0.71177, -0.60688, -0.00003], [-1.23442, -0.52076, -1.34522], [-0.17270, -0.63586, -2.43733], [0.56829, -1.96819, -2.34019], [-0.35828, -3.18958, -2.56561], [-1.54318, -3.10728, -1.57419], [-2.18245, -1.67555, -1.56677], [0.77487, 1.74462, 0.10944], [2.14289, 1.28159, 0.46300], [2.64856, 0.07524, -0.33392], [4.43835, -0.13415, -0.03206], [0.53418, 3.19251, -0.07190], [0.48647, 3.99344, 1.22977], [2.08898, 4.13374, 1.94089], [1.02349, -1.25222, 2.14124], [0.32517, -1.20768, 3.76632], [-0.60446, -1.70539, 2.38397], [-0.81809, 0.83266, 4.43678], [-2.23241, 0.48068, 3.36645], [-1.37026, 2.05503, 3.30178], [-1.43956, -1.05769, 0.54981], [-1.79278, 0.39272, -1.54451], [0.48683, 0.19553, -2.38363], [-0.59365, -0.56191, -3.41113], [0.97735, -2.07921, -1.31296], [1.44129, -1.99303, -3.01057], [0.19890, -4.11475, -2.43152], [-0.69826, -3.11590, -3.59082], [-1.23138, -3.33657, -0.56486], [-2.28323, -3.83233, -1.93536], [-2.63628, -1.52235, -2.57552], [-3.02262, -1.64192, -0.86882], [2.80127, 2.14779, 0.26580], [2.20479, 1.07772, 1.54266], [2.19562, -0.82735, -0.00242], [2.48045, 0.19474, -1.40792], [-0.44384, 3.22037, -0.57024], [1.29940, 3.60930, -0.72947], [-0.25438, 3.56203, 1.91316], [0.09807, 5.00555, 1.03436]]}